This record from the OMol25 dataset describes C22H12CdF11IN3O6S2 as an isolated structure in a non-equilibrium geometry. The level of theory is wB97M-V/def2-TZVPD.

As for the HOMO energy: -0.1848 hartree. Its spin multiplicity is 1. For the HOMO-LUMO gap, the calculation gives 6.60 eV. The charge is -1. The value obtained for the total energy is -3821.56591 a.u. The energy above the lowest of the compared OMol25 structures with the same formula, charge and spin comes out at 102.23 kJ/mol.

Structure (XYZ):
```
58
Properties=species:S:1:pos:R:3:mulliken_charge:R:1
Cd -1.250 0.047 0.481 0.99
C 0.841 4.247 1.692 -0.94
C 1.727 3.418 0.851 0.34
N 2.809 3.948 0.341 -0.67
C 3.532 3.208 -0.470 -0.58
C 3.223 1.930 -0.901 0.39
C 4.089 1.223 -1.863 -0.61
O 4.512 2.126 -2.853 -0.56
C 2.104 1.250 -0.311 0.30
C 1.957 -0.114 -0.457 -0.54
N 1.366 -0.799 0.477 0.10
C 1.714 -2.061 0.735 0.55
C 2.728 -2.748 0.028 -0.41
C 3.249 -3.994 0.497 -0.72
C 2.876 -4.451 1.809 -0.65
C 1.803 -3.865 2.446 -0.45
C 1.196 -2.714 1.936 -0.06
I -0.296 -1.886 3.092 0.20
C 1.286 2.027 0.605 0.00
O 0.142 1.671 1.047 -0.34
H 1.290 4.216 2.738 0.22
H -0.221 3.906 1.762 0.01
H 0.844 5.260 1.369 0.43
H 4.370 3.700 -0.965 0.37
H 3.535 0.372 -2.326 0.35
H 4.952 0.765 -1.336 0.24
H 5.172 1.825 -3.543 0.31
H 2.150 -0.594 -1.443 0.37
H 3.182 -2.148 -0.814 0.35
H 3.801 -4.686 -0.076 0.44
H 3.573 -5.173 2.333 0.29
H 1.368 -4.278 3.333 0.40
F -5.496 -1.708 0.840 -0.23
C -5.346 -0.609 1.618 0.63
F -6.530 -0.322 2.157 -0.22
F -4.437 -0.888 2.575 -0.19
S -4.794 0.654 0.419 0.97
O -3.465 0.117 0.012 -0.59
O -5.826 0.710 -0.609 -0.67
N -4.761 2.032 1.225 -0.54
S -3.465 2.619 1.974 0.94
O -3.976 3.510 2.951 -0.66
O -2.375 1.662 2.213 -0.49
C -2.897 3.607 0.490 0.66
F -2.275 2.745 -0.390 -0.19
F -3.826 4.308 -0.121 -0.23
F -1.999 4.512 0.929 -0.23
F -2.350 -3.208 0.084 -0.31
C -1.703 -2.822 -0.992 0.94
C -1.148 -1.538 -1.092 -2.34
C -0.604 -1.191 -2.326 1.75
F -0.157 0.096 -2.574 -0.38
C -0.543 -2.043 -3.425 0.39
F -0.052 -1.638 -4.651 -0.34
C -1.007 -3.347 -3.274 0.53
F -1.067 -4.096 -4.388 -0.30
C -1.555 -3.743 -2.061 0.30
F -1.969 -5.053 -1.798 -0.32
```

This record from the OMol25 dataset describes C22H13Cl2F6N4O3Ru as an isolated structure. The level of theory is wB97M-V/def2-TZVPD.

As for the HOMO energy (alpha / beta): -0.2950 / -0.2935 hartree. Its spin multiplicity is 2. For the HOMO-LUMO gap (alpha / beta), the calculation gives 7.09 / 6.80 eV. The value obtained for the total energy is -2905.50008 a.u.

Structure (XYZ):
```
51
Properties=species:S:1:pos:R:3:mulliken_spin:R:1
Ru 0.121 0.158 -0.745 0.83
Cl -5.653 -3.447 -1.157 0.00
C -3.975 -3.028 -1.083 0.00
C -3.629 -1.683 -1.086 0.00
C -2.294 -1.322 -1.032 0.00
N -1.795 0.007 -1.032 0.03
C -2.536 1.138 -1.218 0.02
O -3.724 1.230 -1.436 0.02
C -1.671 2.386 -1.127 0.02
C -2.256 3.631 -1.048 0.00
C -1.438 4.744 -0.924 0.00
C -0.065 4.567 -0.902 0.00
C 0.443 3.283 -0.995 0.00
N -0.340 2.212 -1.104 -0.01
C -1.298 -2.314 -0.966 -0.01
C -1.651 -3.653 -0.965 0.00
C -2.993 -4.006 -1.024 0.00
Cl -3.402 -5.688 -1.025 0.00
N 0.022 -1.803 -0.907 -0.02
C 1.162 -2.524 -1.047 0.01
O 1.295 -3.722 -1.205 0.01
C 2.391 -1.622 -1.008 0.01
C 3.654 -2.172 -0.966 0.00
C 4.749 -1.325 -0.892 0.01
C 4.539 0.043 -0.869 0.00
C 3.241 0.519 -0.926 0.02
N 2.187 -0.293 -0.998 -0.03
H -4.393 -0.925 -1.135 0.00
H -3.335 3.694 -1.074 0.00
H -1.866 5.734 -0.840 0.00
H 0.609 5.406 -0.805 0.00
H 1.508 3.103 -0.982 0.00
H -0.889 -4.414 -0.922 0.00
H 3.742 -3.250 -0.984 0.00
H 5.753 -1.726 -0.848 0.00
H 5.363 0.739 -0.805 0.00
H 3.031 1.578 -0.902 0.00
C 1.195 -0.874 2.507 0.00
C 0.443 0.423 2.216 0.00
O 0.657 0.898 0.934 0.10
C 1.006 1.552 3.114 0.00
F 0.949 1.243 4.417 0.00
F 2.299 1.759 2.814 0.00
F 0.371 2.714 2.945 0.00
C -1.061 0.209 2.520 0.00
F -1.530 -0.845 1.836 0.00
F -1.807 1.267 2.182 0.00
F -1.273 -0.045 3.819 0.00
H 2.240 -0.732 2.235 0.00
H 0.775 -1.672 1.894 0.00
H 1.128 -1.155 3.555 0.00
```

This record from the OMol25 dataset describes C22H14AgF8N7O as an isolated structure in a non-equilibrium geometry. The level of theory is wB97M-V/def2-TZVPD.

As for the HOMO energy: -0.0837 hartree. Its spin multiplicity is 1. For the HOMO-LUMO gap, the calculation gives 6.52 eV. The charge is -2. The value obtained for the total energy is -2251.14240 a.u. The energy above the lowest of the compared OMol25 structures with the same formula, charge and spin comes out at 4.43 kJ/mol.

Structure (XYZ):
```
53
Properties=species:S:1:pos:R:3:mulliken_charge:R:1
Ag 12.923 14.229 4.532 -0.15
C 16.127 16.170 6.117 -1.37
C 16.580 15.958 4.685 1.39
C 17.473 17.115 4.194 -1.64
C 17.136 14.564 4.449 -1.06
N 18.361 14.112 5.132 0.68
C 18.593 12.865 5.556 -0.07
N 19.885 12.767 5.835 -0.41
N 20.457 13.936 5.516 -0.49
N 19.537 14.750 5.036 -0.29
H 15.635 17.135 6.212 0.15
H 17.016 16.237 6.712 0.57
H 15.457 15.354 6.497 0.23
H 15.667 15.899 4.063 -0.11
H 18.113 17.509 4.978 0.36
H 16.851 17.934 3.869 0.45
H 17.994 16.787 3.293 0.37
H 17.392 14.422 3.362 0.35
H 16.331 13.874 4.668 0.30
H 17.778 12.201 5.714 0.48
F 7.873 18.776 4.678 -0.39
C 8.630 17.675 4.832 0.57
C 8.439 16.543 4.059 0.19
F 7.690 16.661 2.923 -0.36
C 9.070 15.334 4.298 0.45
F 8.810 14.398 3.372 -0.37
C 9.968 15.110 5.350 0.17
O 10.602 14.049 5.546 -0.91
C 10.058 16.275 6.154 0.18
F 10.891 16.251 7.242 -0.42
C 9.480 17.515 5.880 0.45
F 9.683 18.560 6.687 -0.44
F 11.047 23.671 4.017 -0.29
C 12.026 23.138 4.835 0.91
F 13.095 24.014 4.658 -0.28
F 11.624 23.296 6.111 -0.24
C 12.318 21.675 4.690 0.44
C 13.480 21.181 5.254 -1.03
C 13.733 19.789 5.099 -0.39
C 12.863 18.917 4.470 0.36
C 11.637 19.428 3.978 -0.34
C 11.418 20.798 4.032 -0.72
C 13.133 17.521 4.381 -0.94
C 13.139 16.301 4.391 0.55
H 14.213 21.826 5.727 0.36
H 14.672 19.411 5.402 0.40
H 10.944 18.814 3.440 0.67
H 10.487 21.227 3.619 0.34
N 13.143 12.099 4.862 -0.43
C 13.719 11.129 5.232 0.54
N 14.271 10.079 5.765 -0.66
C 15.357 9.433 5.368 0.50
N 16.277 8.753 5.152 -0.61
```

This record from the OMol25 dataset describes C22H14AlN5O2S3 as an isolated structure in a non-equilibrium geometry. The level of theory is wB97M-V/def2-TZVPD.

As for the HOMO energy: -0.3088 hartree. Its spin multiplicity is 1. For the HOMO-LUMO gap, the calculation gives 7.48 eV. The value obtained for the total energy is -2708.19312 a.u. The energy above the lowest of the compared OMol25 structures with the same formula, charge and spin comes out at 46.29 kJ/mol.

Structure (XYZ):
```
47
Properties=species:S:1:pos:R:3:mulliken_charge:R:1
Al 0.693 0.032 -2.449 0.65
S -0.405 -1.748 -3.377 -0.38
C -2.004 -0.976 -3.304 0.11
C -3.138 -1.766 -3.210 -0.52
C -4.419 -1.250 -3.123 0.36
C -5.582 -2.113 -2.999 -0.14
N -6.490 -2.816 -2.923 -0.48
C -4.517 0.148 -3.089 0.67
C -3.397 0.937 -3.042 -0.85
C -2.117 0.420 -3.195 0.43
S -0.749 1.594 -3.075 -0.37
C -5.822 0.723 -2.980 -0.24
N -6.866 1.188 -2.823 -0.50
H -3.040 -2.839 -3.258 0.51
H -3.531 1.997 -2.866 0.49
S -1.275 -0.892 3.839 -0.23
C -0.812 -0.619 2.155 0.64
C -1.324 -1.488 1.180 -0.98
C -0.793 -1.275 -0.099 -0.20
N 0.190 -0.363 -0.438 0.10
C 0.508 0.510 0.533 0.28
C 0.072 0.398 1.816 -0.99
C 0.239 -0.435 4.652 0.29
C 1.460 -0.966 4.285 -0.03
C 2.519 -0.681 5.122 -0.36
N 2.465 0.049 6.198 -0.57
C 1.319 0.618 6.476 -0.33
C 0.138 0.388 5.790 -0.42
H -2.159 -2.171 1.251 0.44
H -1.095 -1.872 -0.954 0.49
H 1.187 1.387 0.338 0.24
H 0.424 1.203 2.515 0.40
H 1.537 -1.648 3.442 0.44
H 3.444 -1.140 4.826 0.36
H 1.305 1.232 7.355 0.38
H -0.726 0.918 6.041 0.45
O 2.636 2.961 -0.467 -0.61
C 3.074 2.120 -1.209 0.29
C 4.561 1.776 -1.412 -0.44
C 4.559 0.648 -2.420 -0.49
C 3.092 0.331 -2.503 0.46
O 2.495 -0.677 -3.044 -0.59
N 2.305 1.147 -1.920 0.09
H 5.011 1.604 -0.433 0.28
H 5.062 2.691 -1.779 0.29
H 5.034 -0.240 -2.054 0.28
H 4.935 0.956 -3.367 0.32
```

This record from the OMol25 dataset describes C22H14BrKN8O2S as an isolated structure in a non-equilibrium geometry. The level of theory is wB97M-V/def2-TZVPD.

As for the HOMO energy: -0.2851 hartree. Its spin multiplicity is 1. For the HOMO-LUMO gap, the calculation gives 6.98 eV. The value obtained for the total energy is -5007.51262 a.u. The energy above the lowest of the compared OMol25 structures with the same formula, charge and spin comes out at 55.34 kJ/mol.

Structure (XYZ):
```
49
Properties=species:S:1:pos:R:3:mulliken_charge:R:1
K 4.797 -19.009 -2.662 0.99
Br 1.059 -20.492 -1.653 -0.22
C 2.155 -22.060 -1.633 0.25
C 1.543 -23.304 -1.510 -0.60
C 2.388 -24.378 -1.786 -0.27
C 3.764 -24.186 -1.922 -0.73
C 4.230 -22.898 -1.840 0.37
N 3.427 -21.818 -1.802 0.03
C 5.714 -22.503 -2.036 0.23
O 5.909 -21.302 -2.380 -0.69
O 6.595 -23.298 -1.684 -0.70
H 0.465 -23.457 -1.338 0.34
H 2.026 -25.333 -1.908 0.49
H 4.404 -24.997 -2.078 0.50
S 8.647 -14.997 3.127 0.11
N 8.679 -14.724 1.550 -0.67
C 7.671 -15.403 1.021 0.58
C 7.416 -15.538 -0.387 1.00
C 8.100 -14.916 -1.446 -0.59
C 7.699 -15.135 -2.750 -0.70
C 6.770 -16.110 -2.938 -0.22
N 6.160 -16.794 -1.995 -0.54
C 6.446 -16.500 -0.747 -0.62
C 5.647 -17.203 0.295 0.55
N 4.583 -17.942 -0.067 -0.45
C 3.958 -18.731 0.801 -0.14
C 4.200 -18.754 2.190 -0.85
C 5.255 -17.973 2.626 -0.60
C 5.947 -17.135 1.675 0.59
C 6.951 -16.177 2.004 0.62
N 7.394 -15.960 3.264 -0.66
H 8.864 -14.150 -1.317 0.47
H 8.185 -14.634 -3.582 0.40
H 6.361 -16.413 -3.910 0.38
H 3.169 -19.311 0.398 0.33
H 3.730 -19.514 2.838 0.41
H 5.566 -18.032 3.656 0.57
N 2.146 -16.202 3.283 -0.47
C 2.802 -15.389 2.363 0.69
C 3.967 -14.650 2.658 -0.39
N 4.575 -13.891 1.789 -0.44
C 3.919 -13.658 0.574 -0.38
C 2.792 -14.382 0.276 -0.13
N 2.242 -15.238 1.142 -0.62
H 2.699 -16.397 4.111 0.25
H 1.554 -16.941 2.873 0.30
H 4.406 -14.795 3.599 0.43
H 4.379 -13.034 -0.158 0.41
H 2.401 -14.363 -0.751 0.37
```

This record from the OMol25 dataset describes C22H14CeClN4OSe as an isolated structure in a non-equilibrium geometry. The level of theory is wB97M-V/def2-TZVPD.

As for the HOMO energy (alpha / beta): -0.6337 / -0.6336 hartree. Its spin multiplicity is 1. For the HOMO-LUMO gap (alpha / beta), the calculation gives 4.60 / 4.58 eV. The charge is +3. The value obtained for the total energy is -4476.77899 a.u. The energy above the lowest of the compared OMol25 structures with the same formula, charge and spin comes out at 0.00 kJ/mol.

Structure (XYZ):
```
44
Properties=species:S:1:pos:R:3:mulliken_charge:R:1
Ce 1.112 -0.089 0.207 1.51
Cl -4.135 4.056 3.581 -0.10
C -2.750 3.334 2.891 -0.05
C -1.479 3.865 3.144 -0.51
C -0.366 3.282 2.580 -0.45
C -0.458 2.152 1.763 0.60
O 0.665 1.654 1.233 -0.52
C -1.752 1.603 1.495 0.61
C -2.044 0.487 0.653 0.06
N -1.193 -0.363 0.124 -0.17
C -1.648 -1.454 -0.677 0.09
C -2.893 -2.031 -0.559 -0.47
C -3.292 -3.090 -1.388 -1.11
C -2.448 -3.577 -2.345 -0.89
C -1.148 -3.039 -2.481 1.08
C -0.238 -3.497 -3.458 -0.45
C 1.027 -2.965 -3.529 -0.91
C 1.393 -1.992 -2.607 -0.01
N 0.559 -1.506 -1.685 -0.22
C -0.728 -1.996 -1.623 0.58
C -2.875 2.237 2.068 -1.12
H -1.378 4.741 3.772 0.47
H 0.618 3.703 2.746 0.51
H -3.101 0.362 0.430 0.56
H -3.592 -1.675 0.188 0.53
H -4.280 -3.513 -1.264 0.45
H -2.758 -4.380 -3.002 0.47
H -0.549 -4.268 -4.154 0.51
H 1.740 -3.296 -4.270 0.45
H 2.401 -1.586 -2.623 0.46
H -3.863 1.843 1.862 0.48
Se 0.990 -0.621 3.919 0.43
N 1.435 -1.204 2.260 -0.52
C 1.610 -2.544 2.327 1.63
C 1.988 -3.377 1.256 -0.43
C 2.136 -4.716 1.505 -0.84
C 1.917 -5.269 2.797 -0.66
C 1.558 -4.494 3.856 -0.62
C 1.395 -3.099 3.643 0.52
N 1.056 -2.211 4.568 -0.58
H 2.200 -2.957 0.276 0.27
H 2.448 -5.379 0.708 0.45
H 2.055 -6.333 2.932 0.44
H 1.405 -4.900 4.848 0.49
```